Entry from the Open Molecules 2025 dataset: a structure of composition C23H52N5O26S5 (ωB97M-V/def2-TZVPD).

Calculated values
DFT total energy ... -139554.923 eV
E_LUMO ... 1.27 eV

Structure (ORCA input):
```
! RIJCOSX wB97M-V def2-TZVPD def2/J DEFGRID3
* xyz -1 1
C 0.4139 0.3974 -0.5161
C -0.2895 -0.1844 0.7516
C 0.1046 0.5857 2.0117
O -1.6708 -0.2442 0.5041
H 0.3231 -0.2479 -1.3872
H 1.4870 0.5221 -0.3332
H 0.0582 1.4153 -0.6834
H 0.1705 -1.1826 0.8168
H 1.1881 0.5509 2.1488
H -0.4397 0.1629 2.8571
H -0.1041 1.6529 1.9052
O -6.2500 -1.5830 0.0913
C -5.0563 -1.4721 -0.2238
N -4.4387 -0.3114 0.0083
C -4.2601 -2.5111 -0.9723
H -3.4653 -0.2841 0.3156
H -5.0339 0.4704 0.2281
H -3.2029 -2.2922 -0.8363
H -4.5140 -2.5825 -2.0290
H -4.5502 -3.4715 -0.5439
O -3.9265 -3.2120 3.9273
C -3.2688 -2.7567 3.0121
N -3.1115 -1.4642 2.7576
C -2.5188 -3.6753 2.0934
H -3.6103 -0.7796 3.3037
H -2.4265 -1.1351 2.0805
H -1.9084 -3.1212 1.3797
H -3.3304 -4.2837 1.6925
H -1.8786 -4.3628 2.6457
O -2.6869 3.2417 -3.1394
C -2.3106 2.8787 -2.0249
N -2.6267 1.6420 -1.6128
C -1.4664 3.7453 -1.0971
H -2.1993 1.2641 -0.7676
H -2.9622 1.0986 -2.3913
H -1.7555 3.3700 -0.1108
H -1.5398 4.8199 -1.2339
H -0.4066 3.4869 -1.1491
O -3.9575 3.4779 3.4404
C -3.0597 2.6525 3.3207
N -2.8251 1.9716 2.1954
C -2.3067 2.2297 4.5971
H -3.4438 2.1100 1.4144
H -2.1037 1.2679 2.1870
H -2.5783 1.1867 4.7621
H -2.4199 2.8542 5.4794
H -1.2239 2.3184 4.4697
O -0.9240 -3.4485 -3.8844
C -0.9287 -2.9308 -2.7615
N -1.3231 -1.6720 -2.6544
C -0.3364 -3.6552 -1.5892
H -1.6753 -1.2897 -3.5191
H -1.4852 -1.1512 -1.8004
H -0.9082 -4.5406 -1.3260
H -0.1570 -3.0077 -0.7280
H 0.6821 -3.9021 -1.8936
C 1.3285 -4.7789 3.1311
C 1.3838 -4.0321 1.8331
O 0.8336 -4.9446 0.8876
S 0.7892 -6.4755 1.4527
O 1.6083 -7.2745 0.5671
O -0.5424 -6.8940 1.8295
O 1.6721 -6.1249 2.7380
H 0.3823 -4.7814 3.6695
H 2.0857 -4.2527 3.7144
H 2.4229 -3.8311 1.5735
H 0.8203 -3.1042 1.9371
C 2.7689 -1.3926 -2.4820
C 2.5574 -1.7167 -3.9507
O 3.5945 -1.0492 -4.6460
S 4.8359 -0.7485 -3.5543
O 4.8737 0.6742 -3.3719
O 6.0797 -1.3620 -3.9118
O 4.1186 -1.5720 -2.3448
H 2.1223 -2.0710 -1.9299
H 2.4606 -0.3438 -2.4389
H 1.5255 -1.4965 -4.2229
H 2.6943 -2.7869 -4.1312
C 4.3175 1.0877 2.5573
C 4.8291 1.5824 1.2040
O 4.2876 0.6114 0.3810
S 4.4719 -0.9399 1.0062
O 5.7914 -1.4251 0.7136
O 3.3061 -1.7332 0.6864
O 4.3719 -0.3425 2.5138
H 3.3123 1.4323 2.7952
H 5.0086 1.3334 3.3641
H 5.9215 1.5950 1.1713
H 4.4461 2.5738 0.9694
C 0.4077 1.1726 -4.1244
C -0.3402 2.1817 -5.0174
O 0.4670 2.2538 -6.1867
S 2.0695 2.2046 -5.7387
O 2.5245 3.5039 -5.3065
O 2.8211 1.3645 -6.6726
O 1.7354 1.3013 -4.4386
H 0.0218 0.1541 -4.0665
H 0.2583 1.5598 -3.1110
H -0.4439 3.1995 -4.6340
H -1.3316 2.0113 -5.4377
C 0.6119 4.9906 1.2549
C 0.9628 6.3570 1.8811
O 1.0329 6.0411 3.2830
S 0.0704 4.8184 3.7508
O -1.1455 5.3940 4.2988
O 0.7683 3.8180 4.5157
O -0.0911 4.2421 2.2227
H 1.4466 4.3649 0.9344
H -0.0092 5.1331 0.3732
H 0.2003 7.1210 1.7321
H 1.9214 6.7780 1.5873
*
```